Below is a structure of composition C35H61BBr22ClFN2O2S in a non-equilibrium geometry, with properties calculated with the ωB97M-V functional and the def2-TZVPD basis.

Geometry as XYZ:
```
126
C35H61BBr22ClFN2O2S | OMol25 | the ωB97M-V functional and the def2-TZVPD basis
C -0.995 4.489 -0.261
C -0.979 3.261 0.676
C -1.582 2.023 0.004
C -3.123 2.033 -0.105
C -1.144 0.688 0.590
C -0.713 -0.364 -0.324
C -0.755 -0.156 -1.832
B 0.667 0.105 -2.476
O 1.759 0.447 -1.704
O 0.804 -0.054 -3.848
C -0.284 -1.581 0.113
C 0.149 -2.710 -0.798
C -0.836 -3.891 -0.669
F 1.441 -3.094 -0.456
C -0.237 -1.861 1.516
N 0.152 -3.021 2.022
S -0.018 -2.738 3.673
N -0.552 -1.240 3.655
C -0.668 -0.845 2.397
C -1.129 0.407 1.919
Cl -1.669 1.512 3.139
H -1.896 4.419 -0.872
H -0.102 4.499 -0.878
H -1.058 5.405 0.328
H -1.477 3.544 1.595
H 0.049 3.007 0.943
H -1.203 2.042 -1.013
H -3.422 2.559 -1.010
H -3.610 2.417 0.785
H -3.468 1.007 -0.242
H -1.474 0.611 -2.112
H -1.172 -1.068 -2.256
H 2.151 -0.340 -1.304
H 1.112 -0.962 -3.981
H 0.144 -2.417 -1.842
H -0.331 -4.756 -0.244
H -1.299 -4.095 -1.630
H -1.638 -3.635 0.019
Br -0.653 7.864 -0.099
C 1.230 7.767 0.378
C 2.131 7.823 -0.827
Br 2.189 6.144 -1.802
H 1.357 6.862 0.964
H 1.404 8.635 1.011
H 3.160 8.003 -0.520
H 1.822 8.584 -1.537
Br 7.527 1.572 -1.052
C 6.569 0.069 -1.838
C 5.094 0.143 -1.563
Br 4.667 -0.377 0.266
H 7.029 -0.833 -1.449
H 6.752 0.142 -2.905
H 4.559 -0.563 -2.196
H 4.683 1.136 -1.708
Br -2.873 7.821 3.084
C -4.394 7.733 1.884
C -5.323 6.612 2.256
Br -4.606 4.891 1.711
H -3.997 7.642 0.877
H -4.898 8.692 1.987
H -6.270 6.711 1.731
H -5.504 6.557 3.326
Br 9.666 -0.283 -4.833
C 8.835 0.989 -6.047
C 7.542 1.517 -5.489
Br 6.108 0.208 -5.645
H 8.706 0.482 -6.997
H 9.556 1.795 -6.159
H 7.203 2.381 -6.055
H 7.616 1.781 -4.438
Br -3.061 -6.630 -1.226
C -4.821 -5.950 -1.708
C -4.795 -5.219 -3.025
Br -4.007 -3.449 -2.854
H -5.151 -5.323 -0.886
H -5.460 -6.827 -1.775
H -5.807 -5.049 -3.383
H -4.225 -5.745 -3.784
Br -0.175 -8.047 4.961
C -1.950 -7.424 4.450
C -1.939 -6.728 3.119
Br -1.191 -4.904 3.212
H -2.300 -6.791 5.260
H -2.564 -8.322 4.402
H -2.958 -6.597 2.757
H -1.356 -7.262 2.375
Br 1.737 11.341 -2.290
C 3.614 11.265 -1.785
C 4.516 11.327 -2.988
Br 4.548 9.628 -3.932
H 3.749 10.354 -1.211
H 3.773 12.126 -1.141
H 5.544 11.509 -2.682
H 4.210 12.083 -3.703
Br -5.383 9.807 5.687
C -4.835 9.210 7.455
C -3.610 8.338 7.395
Br -4.036 6.545 6.778
H -5.687 8.704 7.896
H -4.627 10.122 8.011
H -3.189 8.205 8.389
H -2.848 8.729 6.728
Br 2.431 -8.476 1.521
C 2.930 -9.231 3.240
C 4.237 -9.973 3.166
Br 4.035 -11.708 2.309
H 2.105 -9.861 3.557
H 3.014 -8.380 3.913
H 4.607 -10.188 4.166
H 4.994 -9.433 2.607
Br -5.466 -9.395 3.573
C -5.128 -9.193 1.669
C -4.322 -10.338 1.117
Br -2.451 -10.191 1.614
H -4.631 -8.236 1.538
H -6.111 -9.159 1.204
H -4.336 -10.318 0.029
H -4.665 -11.307 1.464
Br 2.276 -3.266 -4.654
C 0.882 -4.454 -3.982
C 0.239 -5.247 -5.086
Br -0.998 -4.159 -6.119
H 0.170 -3.835 -3.448
H 1.387 -5.113 -3.279
H -0.361 -6.052 -4.669
H 0.961 -5.656 -5.785
```

Gap between HOMO and LUMO = 7.9 eV
Total charge = 0


Below is a structure of composition C38H45BrN3O3P2Tl, with properties calculated with the ωB97M-V functional and the def2-TZVPD basis.

Geometry as XYZ:
```
93
C38H45BrN3O3P2Tl | OMol25 | the ωB97M-V functional and the def2-TZVPD basis
Tl -0.331 0.061 0.273
C -2.770 2.822 1.000
C -1.593 3.727 1.336
C -1.126 4.508 0.110
C -0.443 2.958 2.008
C 0.602 3.875 2.640
O 1.707 3.819 1.708
C 1.490 2.802 0.882
N 0.367 2.184 1.030
C 2.574 2.617 -0.113
C 3.347 3.751 -0.362
C 4.381 3.732 -1.285
C 4.671 2.567 -1.970
C 3.914 1.429 -1.733
C 2.864 1.434 -0.818
P 2.047 -0.160 -0.598
C 2.946 -1.073 0.670
C 2.474 -2.344 1.013
C 3.101 -3.061 2.018
C 4.184 -2.508 2.696
C 4.646 -1.245 2.360
C 4.031 -0.524 1.344
C 2.157 -1.019 -2.171
C 2.986 -2.122 -2.346
C 3.045 -2.739 -3.589
C 2.286 -2.252 -4.644
C 1.460 -1.147 -4.464
C 1.388 -0.530 -3.227
H -3.582 3.399 0.559
H -3.164 2.329 1.891
H -2.492 2.062 0.266
H -1.929 4.443 2.094
H -0.885 3.832 -0.714
H -0.250 5.126 0.317
H -1.916 5.175 -0.232
H -0.853 2.269 2.748
H 0.971 3.529 3.605
H 0.284 4.912 2.717
H 3.129 4.664 0.171
H 4.956 4.631 -1.463
H 5.478 2.536 -2.689
H 4.147 0.523 -2.277
H 1.637 -2.778 0.473
H 2.755 -4.055 2.270
H 4.673 -3.071 3.480
H 5.494 -0.822 2.881
H 4.405 0.457 1.078
H 3.589 -2.496 -1.528
H 3.694 -3.592 -3.734
H 2.344 -2.729 -5.613
H 0.876 -0.764 -5.292
H 0.729 0.318 -3.081
C -2.203 -3.843 2.638
C -1.746 -2.874 1.546
P -1.355 -1.222 2.182
C -2.925 -0.502 2.765
C -2.847 0.374 4.012
C -0.168 -1.440 3.541
C 0.668 -0.207 3.873
H -2.505 -4.783 2.179
H -3.059 -3.472 3.200
H -1.402 -4.065 3.343
H -2.503 -2.727 0.773
H -0.853 -3.245 1.040
H -3.570 -1.363 2.954
H -3.360 0.019 1.911
H -2.422 -0.160 4.862
H -3.853 0.683 4.294
H -2.265 1.280 3.851
H 0.481 -2.262 3.226
H -0.725 -1.793 4.412
H 1.231 0.137 3.002
H 1.390 -0.450 4.652
H 0.052 0.616 4.237
Br -7.040 -1.082 -3.975
C -5.312 -0.347 -3.885
C -4.756 0.263 -5.008
N -3.543 0.803 -5.008
C -2.838 0.759 -3.884
C -3.309 0.162 -2.720
C -4.579 -0.405 -2.720
C -2.470 0.102 -1.498
O -1.316 0.696 -1.556
O -2.838 -0.493 -0.477
H -5.317 0.315 -5.934
H -1.856 1.214 -3.903
H -4.970 -0.872 -1.826
C -1.207 -3.814 -3.357
C -0.802 -3.034 -2.197
N -0.476 -2.407 -1.293
H -0.335 -4.019 -3.976
H -1.937 -3.249 -3.936
H -1.654 -4.753 -3.037
```

Gap between HOMO and LUMO = 7.7 eV
Total charge = +2
ΔE to the lowest compared entry with this formula, charge and spin = 0.0 kcal per mole


Below is a structure of composition C24H45Br8ClN2O4P in a non-equilibrium geometry, with properties calculated with the ωB97M-V functional and the def2-TZVPD basis.

Geometry as XYZ:
```
85
C24H45Br8ClN2O4P | OMol25 | the ωB97M-V functional and the def2-TZVPD basis
C 2.146 3.884 -6.099
C 1.018 3.202 -5.322
C 1.508 2.592 -3.998
C 0.866 1.200 -3.737
C 0.485 0.942 -2.323
C -0.758 0.676 -1.813
C -2.037 0.555 -2.562
C -3.140 1.536 -2.128
C -4.535 1.025 -2.432
O -4.632 0.495 -3.753
C -4.620 -0.856 -3.839
C -3.879 -1.386 -5.029
O -5.175 -1.574 -3.070
N -0.594 0.524 -0.446
Cl -1.832 0.185 0.639
C 0.698 0.667 -0.106
C 1.219 0.540 1.268
C 1.574 1.893 1.912
C 2.024 1.630 3.336
O 1.466 2.594 4.206
N 1.378 0.918 -1.230
P 3.147 1.195 -1.527
C 3.544 -0.368 -2.402
O 3.919 1.011 -0.110
H 1.708 4.444 -6.920
H 2.828 3.151 -6.516
H 2.661 4.591 -5.455
H 0.259 3.952 -5.120
H 0.594 2.438 -5.973
H 1.281 3.289 -3.198
H 2.582 2.458 -4.072
H 0.021 1.088 -4.398
H 1.585 0.438 -4.028
H -1.847 0.708 -3.612
H -2.407 -0.465 -2.436
H -3.085 1.669 -1.053
H -2.968 2.521 -2.555
H -5.223 1.863 -2.373
H -4.848 0.322 -1.665
H -4.632 -1.801 -5.696
H -3.234 -2.207 -4.742
H -3.370 -0.604 -5.580
H 2.066 -0.138 1.272
H 0.440 0.079 1.867
H 0.670 2.494 1.919
H 2.349 2.388 1.339
H 3.112 1.618 3.417
H 1.665 0.645 3.634
H 1.273 2.162 5.046
H 4.124 -1.060 -1.794
H 4.089 -0.126 -3.308
H 2.621 -0.866 -2.690
H 3.966 0.078 0.145
Br 1.552 -1.980 -5.386
C 0.717 -1.168 -6.948
C 1.670 -1.109 -8.109
Br 2.979 0.309 -7.873
H 0.370 -0.185 -6.644
H -0.138 -1.800 -7.180
H 1.137 -0.866 -9.026
H 2.224 -2.031 -8.245
Br -0.297 -1.053 4.728
C -1.332 -2.658 4.359
C -0.571 -3.641 3.511
Br -0.502 -3.110 1.633
H -2.256 -2.331 3.894
H -1.548 -3.090 5.334
H -1.077 -4.603 3.514
H 0.457 -3.771 3.833
Br 1.591 2.201 7.542
C 0.796 0.453 7.889
C -0.707 0.520 7.823
Br -1.458 1.313 9.432
H 1.162 0.119 8.851
H 1.184 -0.198 7.108
H -1.130 -0.481 7.772
H -1.061 1.107 6.981
Br 0.245 -2.289 10.147
C -1.114 -3.437 9.365
C -0.535 -4.345 8.316
Br -0.179 -3.368 6.663
H -1.885 -2.784 8.967
H -1.522 -4.011 10.194
H -1.245 -5.123 8.046
H 0.402 -4.798 8.621
```

Gap between HOMO and LUMO = 9.1 eV
Total charge = +1


Below is a cluster of 2 separate species, C2H7NO2S in total in a non-equilibrium geometry, with properties calculated with the ωB97M-V functional and the def2-TZVPD basis.

Geometry as XYZ:
```
13
C2H7NO2S | OMol25 | the ωB97M-V functional and the def2-TZVPD basis
C -0.169 0.857 1.049
C 0.195 0.546 -1.262
N -0.581 0.160 -0.091
O -0.695 -2.033 -1.217
O -1.114 -2.156 1.176
S -0.439 -1.512 0.099
H 0.810 0.715 1.448
H -0.127 1.952 0.780
H -0.874 0.730 1.820
H 0.074 1.628 -1.380
H 1.296 0.494 -1.023
H -0.109 -0.073 -2.060
H 1.733 -1.309 0.660
```

Gap between HOMO and LUMO (alpha / beta) = 9.0 / 7.7 eV
Total charge = 0
ΔE to the lowest compared entry with this formula, charge and spin = 31.9 kcal per mole
Multiplicity = 3


Below is a structure of composition C42H30BrClN3O4PRu in a non-equilibrium geometry, with properties calculated with the ωB97M-V functional and the def2-TZVPD basis.

Geometry as XYZ:
```
83
C42H30BrClN3O4PRu | OMol25 | the ωB97M-V functional and the def2-TZVPD basis
Ru -0.538 -0.983 -0.005
Cl -7.946 0.913 -0.652
C -6.273 0.839 -0.373
C -5.603 1.981 0.133
C -4.271 1.931 0.382
C -3.511 0.728 0.149
O -2.290 0.694 0.408
C -4.214 -0.421 -0.381
C -3.566 -1.686 -0.554
N -2.333 -1.979 -0.315
C -1.970 -3.345 -0.354
C -2.763 -4.374 0.096
C -2.300 -5.699 0.033
C -1.062 -5.991 -0.471
C -0.219 -4.953 -0.930
C 1.075 -5.150 -1.461
C 1.803 -4.073 -1.897
C 1.281 -2.782 -1.755
N 0.088 -2.559 -1.236
C -0.676 -3.625 -0.854
C -5.573 -0.338 -0.629
H -6.163 2.888 0.313
H -3.734 2.793 0.754
H -4.211 -2.492 -0.901
H -3.727 -4.164 0.541
H -2.936 -6.495 0.396
H -0.709 -7.013 -0.522
H 1.479 -6.153 -1.515
H 2.788 -4.194 -2.325
H 1.864 -1.917 -2.044
H -6.105 -1.201 -1.012
O -1.194 -1.806 2.632
N -0.695 -0.616 2.130
C -0.830 0.374 2.912
C -0.340 1.733 2.713
C -0.283 2.469 3.904
C 0.256 3.739 3.954
C 0.743 4.313 2.792
C 0.681 3.609 1.599
C 0.141 2.324 1.527
P 0.104 1.613 -0.165
C -1.036 2.651 -1.136
C -1.504 3.900 -0.740
C -2.335 4.625 -1.584
C -2.712 4.108 -2.814
C -2.270 2.850 -3.202
C -1.442 2.122 -2.364
C 1.754 2.046 -0.815
C 2.882 1.900 -0.002
C 4.136 2.225 -0.486
C 4.283 2.689 -1.788
C 3.172 2.819 -2.606
C 1.912 2.495 -2.126
H -0.464 -2.427 2.461
H -1.276 0.164 3.883
H -0.653 2.015 4.816
H 0.301 4.273 4.894
H 1.173 5.305 2.807
H 1.070 4.070 0.701
H -1.230 4.313 0.221
H -2.685 5.603 -1.277
H -3.351 4.684 -3.470
H -2.569 2.442 -4.160
H -1.103 1.131 -2.653
H 2.775 1.531 1.010
H 5.005 2.114 0.150
H 5.264 2.948 -2.163
H 3.283 3.183 -3.619
H 1.052 2.607 -2.771
Br 6.629 -0.549 -1.361
C 5.575 -1.425 -0.045
C 6.170 -2.287 0.864
C 5.381 -2.910 1.822
C 4.013 -2.693 1.859
C 3.431 -1.831 0.936
C 4.214 -1.186 -0.019
C 1.959 -1.636 0.893
O 1.172 -2.466 1.383
O 1.520 -0.616 0.243
H 7.235 -2.468 0.828
H 5.841 -3.578 2.537
H 3.391 -3.174 2.602
H 3.766 -0.499 -0.723
```

Gap between HOMO and LUMO (alpha / beta) = 6.7 / 4.9 eV
Total charge = +2
ΔE to the lowest compared entry with this formula, charge and spin = 18.9 kcal per mole
Multiplicity = 5